Record 1
ORCA calculation (ωB97M-V/def2-TZVPD) on a 7-piece molecular cluster, H14O7 overall at a distorted geometry.

Cartesian coordinates (Å):
H  -1.664  0.150  -1.453
H  -0.813  -0.655  -2.399
H  1.222  -1.167  1.560
H  2.256  -0.171  2.355
H  -1.398  -0.587  1.865
H  -0.056  0.110  2.277
H  -2.002  2.051  -0.282
H  -1.205  0.883  0.427
H  0.890  1.317  0.989
H  1.340  2.050  -0.316
H  -0.691  -1.454  -0.713
H  0.013  -2.634  -0.270
H  0.847  0.720  -2.469
H  1.414  -0.328  -1.573
O  -1.606  -0.677  -1.849
O  1.420  -0.608  2.367
O  -1.037  0.338  1.971
O  -1.212  1.474  -0.390
O  1.532  1.189  0.178
O  -0.216  -1.758  0.114
O  0.963  -0.245  -2.390

Values from the calculation:
* LUMO: 0.371 eV
* SMILES: O.O.O.O.O.O.O
* energy relative to the best compared isomer or geometry (same formula, charge and spin): 141.7 kJ/mol
* highest occupied orbital energy: -10.965 eV

Record 2
ORCA calculation (ωB97M-V/def2-TZVPD) on H14O7Pd as an isolated structure at a distorted geometry.

Cartesian coordinates (Å):
Pd  -0.090  -0.070  -0.286
O  1.640  -1.455  0.090
H  2.041  -1.437  0.959
H  2.351  -1.715  -0.497
O  1.394  0.497  -1.885
H  2.197  0.960  -2.123
H  0.941  0.360  -2.717
O  -1.769  0.688  1.020
H  -1.921  0.284  1.875
H  -2.407  1.401  0.976
O  -1.008  -1.989  -0.692
H  -1.932  -2.164  -0.874
H  -0.719  -2.741  -0.175
O  0.955  1.673  0.476
H  1.351  1.538  1.337
H  1.033  2.614  0.321
O  -1.530  0.832  -1.825
H  -1.676  1.699  -2.205
H  -2.072  0.245  -2.352
O  0.411  -0.327  2.477
H  -0.219  -0.026  3.132
H  1.028  -0.868  2.969

Values from the calculation:
* expectation value of S²: 2.00
* LUMO (alpha / beta): -6.723 / -9.424 eV
* energy relative to the best compared isomer or geometry (same formula, charge and spin): 51.3 kJ/mol
* multiplicity: 3
* total charge: +2
* highest occupied orbital energy (alpha / beta): -18.815 / -18.934 eV

Record 3
ORCA calculation (ωB97M-V/def2-TZVPD) on a 7-piece molecular cluster, H15NO6 overall at a distorted geometry.

Cartesian coordinates (Å):
N  4.056  1.589  2.595
H  4.522  2.412  3.068
H  3.238  1.413  3.180
H  3.819  2.172  1.763
H  -2.014  0.087  -0.772
H  -3.258  1.032  -1.100
O  -2.367  0.984  -0.852
H  -3.808  0.851  3.857
H  -5.235  0.440  3.716
O  -4.566  0.942  3.245
H  -0.637  -6.812  -0.295
H  0.898  -6.989  -0.307
O  0.183  -6.421  -0.569
H  1.881  1.598  -4.135
H  3.071  1.173  -4.926
O  2.772  2.023  -4.434
H  -0.945  -1.634  0.707
H  0.572  -1.387  0.712
O  -0.325  -1.059  0.294
H  -0.435  1.981  -0.272
H  0.520  3.129  -0.762
O  0.480  2.208  -0.509

Values from the calculation:
* LUMO: 0.481 eV
* SMILES: N.O.O.O.O.O.O
* energy relative to the best compared isomer or geometry (same formula, charge and spin): 218.9 kJ/mol
* highest occupied orbital energy: -10.208 eV

Record 4
ORCA calculation (ωB97M-V/def2-TZVPD) on a 7-piece molecular cluster, H15NO6 overall at a distorted geometry.

Cartesian coordinates (Å):
N  0.337  2.775  -0.999
H  0.189  2.134  -1.806
H  1.196  3.317  -0.888
H  -0.431  3.437  -0.899
H  -0.764  -1.159  2.852
H  0.117  -0.580  3.992
O  -0.786  -0.605  3.653
H  0.380  -1.436  -1.904
H  -0.441  -2.350  -2.642
O  -0.063  -1.467  -2.762
H  -0.310  -4.234  1.665
H  -0.496  -3.233  0.533
O  -0.381  -3.290  1.488
H  0.762  0.667  2.439
H  0.630  1.965  1.574
O  1.201  1.486  2.179
H  -0.915  1.929  -3.681
H  -0.422  0.532  -3.300
O  -0.509  1.443  -2.948
H  -0.149  0.732  -0.554
H  1.194  -0.176  -0.241
O  0.228  -0.117  -0.287

Values from the calculation:
* expectation value of S²: 0.75
* LUMO (alpha / beta): -3.929 / -9.703 eV
* energy relative to the best compared isomer or geometry (same formula, charge and spin): 87.0 kJ/mol
* multiplicity: 2
* total charge: +1
* highest occupied orbital energy (alpha / beta): -13.917 / -13.911 eV

Among the records above, which one has the lowest energy relative to the best compared isomer or geometry (same formula, charge and spin)? H14O7Pd

Look up the energy relative to the best compared isomer or geometry (same formula, charge and spin) of the third one. 218.9 kJ/mol

Please write out number 4 again, unchanged.
ORCA calculation (ωB97M-V/def2-TZVPD) on a 7-piece molecular cluster, H15NO6 overall at a distorted geometry.

Cartesian coordinates (Å):
N  0.337  2.775  -0.999
H  0.189  2.134  -1.806
H  1.196  3.317  -0.888
H  -0.431  3.437  -0.899
H  -0.764  -1.159  2.852
H  0.117  -0.580  3.992
O  -0.786  -0.605  3.653
H  0.380  -1.436  -1.904
H  -0.441  -2.350  -2.642
O  -0.063  -1.467  -2.762
H  -0.310  -4.234  1.665
H  -0.496  -3.233  0.533
O  -0.381  -3.290  1.488
H  0.762  0.667  2.439
H  0.630  1.965  1.574
O  1.201  1.486  2.179
H  -0.915  1.929  -3.681
H  -0.422  0.532  -3.300
O  -0.509  1.443  -2.948
H  -0.149  0.732  -0.554
H  1.194  -0.176  -0.241
O  0.228  -0.117  -0.287

Values from the calculation:
* expectation value of S²: 0.75
* LUMO (alpha / beta): -3.929 / -9.703 eV
* energy relative to the best compared isomer or geometry (same formula, charge and spin): 87.0 kJ/mol
* multiplicity: 2
* total charge: +1
* highest occupied orbital energy (alpha / beta): -13.917 / -13.911 eV

The highest energy relative to the best compared isomer or geometry (same formula, charge and spin) belongs to which entry? number 3